[1]
Here is 3 unconnected molecules or ions with the total composition C31H60F3IN5O9P2S from the Open Molecules 2025 dataset. Energies are from ωB97M-V with the def2-TZVPD basis set.

Output
Net charge = +1
Multiplicity = 1
Strongest force on any atom = 0.92 eV/A

Each line ends with the Löwdin charge.
Atoms and positions in Å:
C 2.559623 1.935055 4.395303  -0.05
C 1.481608 1.130599 3.683450  -0.25
O 0.515202 2.002825 3.043979  -0.20
P 0.572522 2.372344 1.493059  0.46
O 0.135952 3.739908 1.212884  -0.23
C -0.530781 1.171180 0.682444  -0.17
C -0.894365 -0.089605 1.496347  -0.15
C -0.963398 -1.500997 0.845995  -0.34
S 0.609029 -1.651391 -0.105114  0.82
O 1.584729 -1.124103 0.789883  -0.22
O 0.421184 -1.132809 -1.428206  -0.25
C 1.189188 -3.434374 -0.376758  -0.62
F 0.511663 -4.028904 -1.366749  0.13
F 1.111436 -4.170792 0.732217  0.15
F 2.468794 -3.288321 -0.738870  0.17
C -1.003880 -2.496851 2.000860  -0.05
C -2.430293 -2.379635 2.516257  -0.23
O -2.603911 -1.406477 3.561223  0.00
C -2.723014 -1.914274 4.738976  -0.34
N -2.846277 -2.374154 5.783166  0.20
C -3.276274 -2.066953 1.259240  -0.27
P -4.828438 -0.983809 1.323916  1.07
C -4.469150 0.585870 2.212555  -0.38
C -5.687677 1.531514 2.083461  -0.15
C -5.711899 -2.016037 2.555885  -0.39
C -7.093822 -1.442527 2.883877  -0.13
N -2.294537 -1.784918 0.110615  -0.10
C -2.124158 -3.017528 -0.752943  -0.10
C -3.415941 -3.718023 -1.212974  -0.15
C -3.602304 -5.085613 -0.538183  -0.16
C -2.508985 -6.090983 -0.910979  -0.18
N -1.484157 -6.147177 0.149758  0.00
C -0.750527 -7.393932 0.171868  -0.49
C 0.608467 -7.377096 -0.475073  0.01
O -1.215163 -8.363511 0.708035  0.12
C -2.616951 -0.548625 -0.725827  -0.25
C -3.710502 -0.613047 -1.797841  -0.74
C -3.228503 -1.083603 -3.178260  -0.13
I -4.449140 1.410661 -1.901970  0.95
O 2.005147 1.960890 0.982838  -0.22
C 3.066595 2.972230 1.000994  -0.23
C 4.385250 2.296326 0.704693  -0.06
H 2.755180 1.514022 5.380547  0.08
H 3.497316 1.928110 3.843800  0.07
H 2.218327 2.957776 4.540598  0.09
H 0.904702 0.530925 4.387519  0.12
H 1.915726 0.462453 2.940305  0.10
H -0.122363 0.967456 -0.304726  0.09
H -1.422184 1.783817 0.531872  0.09
H -0.184864 -0.197879 2.307925  0.10
H -1.850543 0.075220 1.984834  0.10
H -0.203000 -2.349112 2.720395  0.16
H -0.914447 -3.532496 1.674072  0.11
H -2.738455 -3.352222 2.896943  0.16
H -3.773321 -3.009274 1.052710  0.08
H -3.603350 1.085847 1.780659  0.06
H -4.251327 0.398262 3.261976  0.08
H -5.357451 2.528211 1.801576  0.07
H -6.242125 1.592413 3.014333  0.07
H -6.371241 1.210619 1.295151  0.05
H -5.827711 -3.006806 2.106162  0.08
H -5.145646 -2.140558 3.481796  0.08
H -7.649851 -1.185873 1.982700  0.07
H -7.014559 -0.552340 3.503703  0.07
H -7.669730 -2.178116 3.441852  0.08
H -1.539211 -2.694521 -1.607375  0.11
H -1.550766 -3.736614 -0.174583  0.09
H -3.320709 -3.883301 -2.283273  0.12
H -4.305521 -3.119797 -1.029462  0.10
H -3.601006 -4.963741 0.548893  0.10
H -4.580239 -5.468186 -0.825738  0.12
H -2.951395 -7.080250 -1.052984  0.13
H -2.028592 -5.787034 -1.843931  0.12
H -1.930719 -6.051477 1.054438  0.11
H 0.784498 -6.463668 -1.035517  0.06
H 0.730537 -8.252301 -1.108491  0.09
H 1.352331 -7.437076 0.320866  0.10
H -2.821575 0.236079 -0.014719  0.03
H -1.687285 -0.292873 -1.225621  0.11
H -4.577063 -1.160255 -1.455639  0.02
H -3.452900 -0.354938 -3.950566  0.05
H -3.752614 -1.991020 -3.473433  0.08
H -2.154698 -1.266726 -3.190222  0.08
H 3.064032 3.449976 1.980686  0.11
H 2.818939 3.719942 0.251091  0.12
H 4.234110 1.553091 -0.073853  0.07
H 4.798493 1.829270 1.598000  0.07
H 5.077538 3.056048 0.347458  0.06
C 6.104124 3.454523 -2.767803  -0.32
O 6.138831 3.202837 -1.574579  0.00
N 5.498831 2.687202 -3.691527  -0.19
C 5.508454 3.044012 -5.096818  -0.05
C 4.829223 1.472755 -3.266170  -0.04
H 6.578874 4.350413 -3.198649  0.12
H 4.491395 3.180627 -5.470206  0.09
H 5.995924 2.269170 -5.691257  0.09
H 6.055886 3.975676 -5.226807  0.09
H 4.026765 1.700780 -2.562143  0.08
H 5.529014 0.798374 -2.770937  0.10
H 4.409196 0.978788 -4.139153  0.08
C 6.895318 7.061933 -2.779504  -0.37
O 7.518816 6.789881 -3.788528  0.00
N 5.796797 7.840463 -2.751587  -0.20
C 5.080142 8.115974 -1.524521  -0.06
C 5.329744 8.420041 -3.999422  -0.04
H 7.174749 6.670219 -1.786821  0.14
H 4.048378 7.763820 -1.587487  0.09
H 5.068177 9.186459 -1.310994  0.09
H 5.570776 7.603564 -0.699135  0.08
H 5.085984 7.638789 -4.720133  0.09
H 6.099520 9.051626 -4.442564  0.09
H 4.443091 9.016981 -3.800154  0.09

Forces on the atoms, in the same order (eV/Å):
-0.04 -0.19 0.12
-0.07 0.05 0.04
0.18 -0.11 -0.08
-0.22 0.07 0.02
0.02 0.00 0.04
-0.23 -0.03 0.05
0.17 0.28 -0.29
0.12 -0.14 0.59
0.10 0.12 -0.42
0.00 -0.12 0.12
-0.09 -0.13 0.02
0.34 -0.10 -0.24
0.43 0.28 0.45
0.07 0.28 -0.41
-0.87 -0.21 0.22
-0.19 -0.39 -0.08
0.04 -0.53 -0.45
0.09 0.36 -0.34
0.03 -0.02 0.01
-0.05 -0.14 0.41
-0.19 0.24 0.71
0.04 0.06 -0.35
-0.25 0.09 0.29
0.13 -0.07 -0.26
-0.06 -0.01 0.19
0.05 -0.08 0.03
0.42 0.19 -0.04
-0.28 0.01 -0.24
0.21 -0.27 0.42
0.13 0.28 -0.35
0.04 -0.14 0.30
0.31 0.53 0.17
-0.04 -0.16 -0.05
-0.13 0.06 -0.06
0.15 0.19 0.06
-0.04 0.03 -0.23
0.16 0.05 -0.01
-0.26 -0.08 0.04
-0.03 0.01 -0.01
0.13 -0.03 0.04
0.07 -0.11 0.01
-0.36 0.34 0.30
0.05 -0.02 0.01
0.00 0.14 -0.07
0.02 0.04 -0.02
-0.06 0.08 0.05
0.03 -0.03 -0.03
0.08 0.01 -0.01
-0.04 -0.06 -0.14
0.05 -0.07 0.05
-0.05 -0.05 0.05
-0.15 0.22 0.16
0.14 0.02 -0.19
-0.13 0.13 0.29
0.14 -0.04 -0.41
0.08 -0.09 -0.08
0.12 0.02 0.01
-0.01 0.08 0.13
-0.04 0.03 0.03
-0.05 -0.04 0.03
0.00 -0.01 -0.03
0.04 -0.01 0.00
-0.02 -0.01 -0.03
0.00 0.04 -0.01
-0.04 0.00 0.01
0.09 0.03 0.02
0.10 0.00 -0.03
-0.20 0.09 -0.09
0.00 0.17 -0.14
-0.19 -0.11 0.05
-0.01 -0.08 0.05
-0.03 0.01 -0.07
0.00 -0.12 -0.09
-0.28 -0.45 -0.02
-0.05 -0.06 -0.07
0.02 -0.04 0.01
0.01 -0.03 0.03
-0.13 -0.06 0.19
0.06 -0.02 -0.01
-0.08 0.03 0.03
0.10 0.07 -0.02
0.08 -0.10 0.03
0.04 0.03 -0.05
0.01 0.10 -0.02
-0.07 -0.01 -0.03
0.19 -0.01 -0.08
-0.02 -0.16 -0.04
0.09 -0.22 -0.02
0.18 0.20 0.00
-0.04 -0.01 -0.17
-0.06 -0.04 -0.08
-0.01 -0.04 0.04
0.03 0.03 0.03
0.02 -0.02 0.01
0.00 0.01 -0.01
0.01 0.01 -0.01
0.01 0.01 0.00
-0.01 0.00 -0.01
0.00 0.00 0.00
0.00 -0.01 0.00
0.00 -0.08 0.07
-0.05 -0.05 -0.04
-0.04 0.03 0.00
0.02 0.02 -0.05
0.02 -0.02 0.01
0.01 0.02 0.00
0.00 -0.01 0.01
0.00 0.00 0.02
0.00 0.00 0.01
-0.01 0.00 0.00
0.00 0.01 0.00
-0.01 0.01 0.00

---

[2]
Here is a molecular structure, C31H62BBr28NO4S from the Open Molecules 2025 dataset. Energies are from ωB97M-V with the def2-TZVPD basis set.

Output
Multiplicity = 1
Strongest force on any atom = 3.97 eV/A

Each line ends with the Löwdin charge.
Atoms and positions in Å:
C -0.168198 2.091960 2.503979  0.07
C 0.149373 1.036483 2.032280  -0.08
C 0.759281 -0.064162 1.272266  -0.24
O 0.012391 -1.277967 1.553324  -0.40
S 0.722929 -2.710213 1.106429  0.65
O 1.847312 -2.484085 0.141126  -0.64
O 1.427986 -3.137881 2.502240  -0.17
B 2.849722 -3.138024 2.447656  -0.81
N 3.510648 -4.428652 2.610094  0.17
O 3.583168 -1.972127 2.299559  0.14
H -0.422569 3.069554 2.844350  -0.04
H 0.680295 0.129005 0.204751  0.07
H 1.792092 -0.172357 1.606996  0.12
H 4.426041 -4.364829 2.179341  0.04
H 3.647969 -4.570597 3.614818  -0.05
H 3.725259 -1.736570 1.375017  0.10
Br 2.082366 4.303907 4.072225  0.62
C 1.990124 6.100704 3.345034  -0.73
C 0.584973 6.632988 3.376103  -0.69
Br -0.508524 5.826996 1.984632  0.62
H 2.404758 6.049592 2.343007  0.05
H 2.640557 6.707105 3.975173  0.00
H 0.582147 7.701565 3.173353  0.02
H 0.078594 6.442077 4.317073  0.05
Br -1.918104 -3.375111 3.379199  0.68
C -2.172877 -4.641501 4.830348  -0.68
C -0.864794 -4.992493 5.487403  -0.68
Br 0.178083 -6.223524 4.400673  0.62
H -2.679326 -5.505240 4.410555  0.05
H -2.833124 -4.142554 5.536948  0.06
H -1.039425 -5.513035 6.426830  0.06
H -0.238404 -4.123936 5.665493  0.05
Br 0.135120 3.375189 -1.337153  0.62
C -1.689581 2.709883 -1.267956  -0.69
C -2.653384 3.649785 -1.945470  -0.68
Br -3.038459 5.202842 -0.837982  0.61
H -1.924031 2.546456 -0.219719  0.05
H -1.666279 1.754179 -1.787215  0.03
H -3.614251 3.161988 -2.098053  0.05
H -2.284525 4.023061 -2.895385  0.05
Br 2.549680 -7.460252 -0.185891  0.61
C 0.651554 -7.879851 -0.056644  -0.71
C -0.190249 -6.870521 -0.785826  -0.66
Br -0.344355 -5.206189 0.221910  0.68
H 0.414052 -7.941289 1.001676  0.05
H 0.543147 -8.860736 -0.511109  0.00
H -1.209766 -7.235593 -0.900593  0.00
H 0.210417 -6.608909 -1.761724  0.03
Br 6.697012 -5.944646 3.521474  0.65
C 6.628192 -5.920592 5.464037  -0.69
C 5.429914 -6.663503 5.991759  -0.67
Br 3.781018 -5.639587 5.814463  0.69
H 6.646014 -4.879205 5.768838  0.05
H 7.545703 -6.408557 5.785725  0.06
H 5.535821 -6.837729 7.060426  0.06
H 5.264444 -7.609216 5.486014  0.05
Br -3.382485 9.053939 -0.432102  0.60
C -2.673685 9.670411 -2.134815  -0.70
C -1.698074 8.680972 -2.711686  -0.70
Br 0.026185 8.746678 -1.811214  0.63
H -2.235854 10.646935 -1.958412  0.02
H -3.536507 9.774016 -2.789481  0.06
H -1.482669 8.922291 -3.750691  -0.05
H -2.044973 7.653945 -2.640616  0.02
Br -0.331332 12.112107 -4.054411  0.63
C 0.673757 11.469410 -5.592180  -0.68
C -0.238013 11.035163 -6.708240  -0.68
Br -1.040704 9.300350 -6.344032  0.67
H 1.318102 10.671349 -5.236554  0.06
H 1.283491 12.313606 -5.906472  0.06
H 0.324109 10.900427 -7.629712  0.06
H -1.052963 11.730296 -6.881392  0.05
Br 0.246178 -1.949261 -1.369625  0.92
C -1.217257 -1.091636 -2.359191  -0.62
C -1.880600 -2.045208 -3.320410  -0.69
Br -0.790257 -2.323620 -4.904270  0.60
H -0.797894 -0.215627 -2.849076  0.04
H -1.930310 -0.774278 -1.595274  0.06
H -2.822835 -1.642981 -3.682556  0.03
H -2.058783 -3.025788 -2.886047  0.04
Br -1.998905 -10.409687 -0.621375  0.65
C -1.772180 -11.671638 -2.080206  -0.68
C -0.345249 -11.690790 -2.557211  -0.69
Br 0.077872 -10.134819 -3.645210  0.62
H -2.479298 -11.392566 -2.854627  0.05
H -2.047857 -12.641430 -1.671447  0.06
H -0.170829 -12.548231 -3.203762  0.06
H 0.368941 -11.704734 -1.739969  0.05
Br -0.980812 -6.738060 -5.645934  0.59
C 0.769395 -6.285304 -6.366379  -0.69
C 1.847152 -6.465012 -5.329403  -0.69
Br 1.830036 -4.992235 -4.061695  0.62
H 0.711046 -5.266698 -6.736658  0.05
H 0.917020 -6.966268 -7.202181  0.06
H 2.833446 -6.438714 -5.788073  0.06
H 1.739076 -7.384888 -4.762502  0.03
Br -4.736834 -5.464427 -2.661182  0.60
C -5.413663 -5.122923 -0.868293  -0.70
C -4.312196 -5.084097 0.159409  -0.67
Br -3.733816 -6.892742 0.600559  0.62
H -6.145064 -5.894514 -0.651096  0.05
H -5.914681 -4.159778 -0.941977  0.01
H -4.679904 -4.669389 1.095589  0.06
H -3.434990 -4.527298 -0.158213  0.03
Br -7.154659 -0.519990 -6.041177  0.61
C -7.824775 -0.212046 -4.242131  -0.70
C -6.703591 -0.124605 -3.241886  -0.69
Br -5.979421 -1.882121 -2.822392  0.64
H -8.521602 -1.014431 -4.022834  0.05
H -8.362620 0.732174 -4.292794  0.06
H -7.067014 0.270245 -2.295332  0.06
H -5.874143 0.481986 -3.591324  0.05
Br 2.929149 9.442202 2.399350  0.67
C 2.579008 11.102563 1.443740  -0.68
C 2.579047 10.896153 -0.046646  -0.71
Br 4.386488 10.711521 -0.744069  0.61
H 3.329361 11.815081 1.770507  0.05
H 1.597544 11.427612 1.782234  0.06
H 2.164136 11.764484 -0.553939  0.06
H 2.032290 10.010159 -0.349006  -0.03
Br 5.560479 6.198217 4.883587  0.63
C 5.627944 5.940699 6.811127  -0.69
C 4.591260 4.956256 7.284873  -0.69
Br 2.816617 5.745746 7.319525  0.60
H 5.511561 6.920939 7.261647  0.05
H 6.628674 5.564900 7.013322  0.06
H 4.793586 4.659396 8.311746  0.06
H 4.528421 4.071525 6.658288  0.05

Forces on the atoms, in the same order (eV/Å):
-0.11 -0.03 -0.14
0.35 0.05 -0.49
-0.63 0.10 1.00
1.20 -0.47 -0.32
0.17 0.57 1.17
0.54 -0.54 2.84
0.38 0.67 -0.59
0.70 -0.74 -0.02
-0.38 1.06 0.20
-0.33 -0.08 -0.35
-0.08 -0.12 0.14
0.26 0.10 -0.01
0.03 -0.07 -0.22
0.19 -0.06 0.37
-0.05 -0.61 -0.44
-0.14 0.17 0.03
0.02 -0.15 -0.19
0.15 -0.01 0.27
-0.12 0.09 -0.18
-0.08 0.03 -0.02
-0.08 0.05 -0.03
-0.03 -0.02 0.04
0.03 -0.01 -0.04
0.10 -0.03 0.04
-0.13 -0.01 -0.03
-0.06 0.20 -0.05
0.05 -0.30 0.01
0.03 0.11 -0.03
0.06 -0.05 0.02
0.04 -0.01 0.03
-0.05 0.02 0.00
-0.05 0.04 -0.04
-0.04 0.00 0.06
0.19 -0.04 -0.12
-0.19 0.00 0.20
0.08 0.06 -0.11
-0.02 0.02 0.00
-0.05 0.01 -0.02
0.02 -0.05 0.01
0.07 -0.04 0.01
-0.02 0.02 0.07
0.20 -0.07 -0.12
-0.28 0.08 0.08
-0.10 -0.93 -0.47
-0.03 0.05 -0.01
-0.03 0.02 -0.04
0.02 -0.06 0.02
0.05 -0.01 0.02
-0.01 0.04 0.03
0.11 -0.10 -0.16
-0.12 0.14 0.20
0.09 -0.19 0.21
-0.05 -0.01 0.03
-0.03 -0.02 0.05
0.05 0.00 -0.01
0.03 0.02 -0.05
0.01 0.09 0.10
-0.17 -0.17 0.06
0.19 0.10 -0.14
-0.07 -0.12 0.01
0.07 -0.03 -0.03
0.03 -0.02 -0.03
-0.04 0.05 0.13
-0.04 0.02 0.09
0.01 -0.06 0.00
-0.02 0.21 0.08
0.07 -0.20 -0.08
-0.04 0.06 -0.13
-0.04 -0.04 -0.02
-0.02 -0.01 -0.04
0.04 0.01 0.03
0.01 0.02 0.05
-1.86 1.33 -3.25
0.06 -0.46 0.24
-0.15 0.18 -0.15
0.00 -0.01 -0.03
-0.02 -0.05 -0.09
-0.02 -0.04 -0.05
-0.06 0.00 -0.04
0.05 0.02 0.04
-0.14 0.05 0.01
0.01 -0.03 0.23
0.10 -0.02 -0.30
-0.04 0.08 0.09
0.06 0.03 -0.05
0.04 -0.01 -0.01
-0.04 -0.02 0.02
-0.05 -0.02 0.04
0.00 0.08 0.02
-0.12 -0.27 -0.05
0.14 0.28 0.04
0.01 -0.12 0.15
0.01 0.02 0.06
0.05 -0.01 0.03
-0.04 -0.02 -0.07
-0.04 0.00 -0.01
0.04 -0.05 0.05
0.03 0.19 -0.14
-0.09 -0.18 0.16
0.03 0.06 0.00
0.01 -0.01 -0.01
0.04 0.02 0.11
-0.03 0.03 -0.02
0.03 -0.07 -0.05
-0.02 -0.06 0.04
0.04 0.15 -0.23
-0.05 -0.13 0.29
0.10 0.03 -0.12
0.03 -0.01 0.05
0.02 0.01 0.05
-0.04 0.02 -0.03
-0.03 0.00 -0.06
0.10 0.06 0.00
-0.18 -0.12 0.10
0.19 0.15 -0.12
-0.04 -0.07 0.00
0.02 -0.01 -0.04
-0.01 -0.01 -0.05
-0.04 0.00 0.05
0.00 0.01 0.07
-0.02 0.08 0.04
0.13 -0.10 -0.17
-0.14 0.07 0.13
0.02 0.09 0.11
-0.04 -0.02 0.03
-0.02 -0.03 0.02
0.04 0.02 -0.01
0.04 0.04 -0.06

---

Number 1: LUMO -2.36 eV, HOMO-LUMO gap 8.23 eV, DFT total energy -3846.08660 Ha. Number 2: LUMO 0.14 eV, HOMO-LUMO gap 9.12 eV, DFT total energy -74069.55511 Ha.